Entry 1:
DFT (the ωB97M-V functional and the def2-TZVPD basis) results for the molecule C9H14Si.

2S+1: 1
DFT total energy: -17433.0957 eV
relative energy (zero: lowest compared OMol25 entry of this formula, charge and spin): 115.3 kcal/mol
structure (SMILES): CC1=C(C)[C@@]2(C)C(C)=C2[SiH2]1
HOMO level: -7.82 eV

Each line ends with the Mulliken charge.
Positions of all 24 atoms, in Å:
C (-2.0291, 0.6548, 2.2664)  -1.25
C (-1.1272, 0.6936, 1.0408)  0.44
C (0.0244, -0.0495, 0.8217)  -0.30
C (0.8261, -0.9718, 1.7343)  -1.07
C (0.5740, 0.1591, -0.5742)  1.06
C (2.0432, 0.4957, -0.6032)  -1.87
C (-0.0160, -0.5799, -1.8216)  0.46
C (0.5203, -1.6068, -2.6896)  -1.38
C (-0.3943, 0.7000, -1.6166)  -0.34
Si (-1.6233, 1.7216, -0.5639)  0.40
H (-2.3734, -0.4507, 2.3530)  0.29
H (-3.0355, 1.1926, 2.0553)  0.26
H (-1.6041, 0.7955, 3.2068)  0.38
H (0.8951, -2.0782, 1.4184)  0.24
H (0.4007, -0.7488, 2.7708)  0.32
H (1.9053, -0.6063, 1.8521)  0.30
H (2.6186, -0.3944, -0.3805)  0.42
H (2.3298, 1.2853, 0.0925)  0.35
H (2.3448, 0.7551, -1.6129)  0.49
H (0.0589, -1.4439, -3.5650)  0.39
H (0.3473, -2.6109, -2.2247)  0.31
H (1.5642, -1.4813, -2.6324)  0.35
H (-2.9927, 1.4754, -1.0326)  -0.14
H (-1.2570, 3.0939, -0.2948)  -0.13



Entry 2:
DFT (the ωB97M-V functional and the def2-TZVPD basis) results for a cluster of 7 separate species, C24H68N6O7 in total.

2S+1: 1
DFT total energy: -49260.4476 eV
relative energy (zero: lowest compared OMol25 entry of this formula, charge and spin): 30.9 kcal/mol
structure (SMILES): COC[C@H](C)N.COC[C@H](C)N.COC[C@H](C)N.COC[C@H](C)N.COC[C@H](C)N.COC[C@H](C)N.O
HOMO level: -8.61 eV

Each line ends with the Mulliken charge.
Positions of all 105 atoms, in Å:
C (8.9056, 1.6325, 2.5142)  -0.73
O (8.2226, 0.4217, 2.3672)  -0.32
C (6.8326, 0.5540, 2.6557)  -0.32
C (6.1727, -0.8132, 2.8213)  0.23
C (6.4185, -1.6944, 1.5927)  -1.28
N (4.7320, -0.6568, 2.9204)  -0.53
H (8.4898, 2.4053, 1.8476)  0.29
H (9.9434, 1.5027, 2.2164)  0.25
H (8.8368, 2.0381, 3.5304)  0.29
H (6.7684, 1.0585, 3.6278)  0.36
H (6.3571, 1.0753, 1.8191)  0.16
H (6.5519, -1.3235, 3.7062)  0.38
H (7.4601, -1.7638, 1.2806)  0.36
H (5.8618, -1.2944, 0.7411)  0.27
H (6.0522, -2.6930, 1.8315)  0.32
H (4.3079, -0.2577, 2.0915)  0.14
H (4.3632, -0.1561, 3.7168)  0.24
C (-2.5722, -5.1141, 2.2810)  -0.84
O (-1.2941, -5.1518, 1.6834)  -0.33
C (-0.3293, -5.8009, 2.5270)  -0.94
C (1.0488, -5.7321, 1.8524)  0.75
C (1.9937, -6.7081, 2.5362)  -1.48
N (1.5360, -4.3614, 1.9720)  -0.67
H (-2.8315, -5.9518, 2.9327)  0.38
H (-3.2907, -5.0076, 1.4701)  0.23
H (-2.6828, -4.2336, 2.9302)  0.30
H (-0.2766, -5.2990, 3.4944)  0.37
H (-0.6168, -6.8549, 2.5595)  0.43
H (0.9201, -6.0596, 0.8108)  0.24
H (2.9787, -6.6939, 2.0574)  0.37
H (1.6733, -7.7440, 2.4340)  0.39
H (2.1595, -6.3566, 3.5560)  0.35
H (2.2681, -4.1709, 1.2913)  0.26
H (0.8004, -3.7376, 1.6553)  0.06
C (-0.1602, 5.3669, -2.3696)  -0.78
O (-0.3026, 6.1488, -1.1992)  -0.40
C (-0.3272, 5.3310, -0.0477)  -0.42
C (0.1224, 6.0877, 1.1742)  0.46
C (-0.7982, 7.2823, 1.4500)  -1.38
N (1.5623, 6.4845, 1.0854)  -0.71
H (-0.9503, 4.5991, -2.3804)  0.32
H (0.7825, 4.8110, -2.3449)  0.29
H (-0.3125, 5.9870, -3.2468)  0.34
H (-1.3578, 4.9839, 0.1258)  0.34
H (0.2489, 4.4064, -0.1799)  0.12
H (0.0251, 5.4527, 2.0600)  0.23
H (-1.7326, 6.8919, 1.8805)  0.34
H (-1.1507, 7.7841, 0.5475)  0.28
H (-0.4272, 7.9823, 2.1968)  0.42
H (1.6206, 7.4056, 1.4968)  0.25
H (1.7854, 6.5453, 0.0977)  0.29
C (3.3821, 1.7689, 0.3551)  -0.69
O (2.7382, 0.7082, 1.0458)  -0.42
C (1.8388, -0.0092, 0.2319)  -0.48
C (0.4745, 0.6574, 0.0899)  0.81
C (-0.2212, 0.7784, 1.4457)  -1.57
N (-0.4174, -0.1277, -0.7887)  0.02
H (2.6986, 2.2780, -0.3301)  0.27
H (4.2410, 1.3583, -0.1816)  0.30
H (3.6892, 2.5301, 1.0707)  0.26
H (2.2755, -0.2953, -0.7362)  0.53
H (1.6475, -0.9818, 0.7029)  -0.04
H (0.5172, 1.6397, -0.3906)  0.09
H (0.4156, 1.2992, 2.1626)  0.38
H (-0.4597, -0.2067, 1.8544)  0.27
H (-1.1692, 1.2995, 1.3159)  0.28
H (0.0226, -0.0983, -1.7098)  -0.11
H (-0.3876, -1.1202, -0.5374)  0.17
C (0.2090, 1.5342, -4.4814)  -0.70
O (0.1967, 0.2693, -3.8733)  -0.15
C (-0.1458, -0.8119, -4.7001)  -1.11
C (-1.6093, -0.7618, -5.1701)  0.81
C (-2.5162, -0.3818, -4.0110)  -1.11
N (-1.9763, -2.1113, -5.6508)  -0.78
H (0.9137, 1.5525, -5.3180)  0.36
H (0.4182, 2.2520, -3.6892)  0.01
H (-0.7632, 1.8734, -4.8644)  0.35
H (0.5829, -0.9152, -5.5187)  0.46
H (-0.0266, -1.7394, -4.1317)  0.37
H (-1.6680, -0.0655, -6.0161)  0.16
H (-2.1744, -0.8727, -3.0999)  0.08
H (-3.5713, -0.5903, -4.1867)  0.44
H (-2.4741, 0.6928, -3.8147)  0.26
H (-1.4008, -2.3102, -6.4724)  0.27
H (-2.8969, -2.0820, -6.0855)  0.26
C (-4.2781, 0.4524, 0.1769)  -0.65
O (-5.6257, 0.5802, -0.2510)  -0.33
C (-6.4705, -0.3978, 0.3462)  -0.72
C (-7.5893, -0.7260, -0.6228)  0.69
C (-8.6151, 0.3759, -0.7568)  -1.43
N (-8.1960, -2.0204, -0.2256)  -0.71
H (-3.9135, -0.5771, 0.2059)  0.25
H (-4.2564, 0.8499, 1.2005)  0.36
H (-3.5979, 1.0453, -0.4285)  0.23
H (-5.9092, -1.2966, 0.6161)  0.33
H (-6.8571, 0.0257, 1.2843)  0.26
H (-7.0744, -0.8534, -1.5866)  0.12
H (-9.3770, 0.1938, -1.5159)  0.39
H (-8.0851, 1.2829, -1.0496)  0.33
H (-9.1248, 0.5115, 0.2005)  0.36
H (-9.1048, -2.0997, -0.6649)  0.24
H (-7.6010, -2.7578, -0.5809)  0.25
O (-0.7879, -3.1021, -0.2569)  -0.53
H (-0.9824, -3.5068, 0.6037)  0.33
H (-1.3258, -3.5979, -0.8818)  0.22



Entry 3:
DFT (the ωB97M-V functional and the def2-TZVPD basis) results for a cluster of 2 separate species, C5H10O in total.

2S+1: 1
DFT total energy: -7392.5952 eV
relative energy (zero: lowest compared OMol25 entry of this formula, charge and spin): 50.0 kcal/mol
structure (SMILES): C=CCO.C=C
HOMO level: -9.81 eV

Each line ends with the Mulliken charge.
Positions of all 16 atoms, in Å:
C (0.6453, 1.0235, -2.8795)  -0.81
C (0.5154, 0.6951, -1.6013)  -0.03
C (0.3383, 1.6710, -0.4897)  -0.28
O (-0.5724, 1.1028, 0.4549)  -0.48
H (0.8403, 0.2411, -3.6012)  0.25
H (0.5703, 2.0438, -3.2357)  0.26
H (0.4715, -0.3540, -1.3318)  0.28
H (1.2979, 1.8550, 0.0079)  0.25
H (-0.0421, 2.6213, -0.8712)  0.28
H (-0.6700, 1.7075, 1.1974)  0.28
C (0.1147, -2.6902, 2.1013)  -0.46
C (-1.0206, -2.0138, 2.1177)  -0.36
H (0.2827, -3.5499, 2.7396)  0.22
H (0.9271, -2.4112, 1.4421)  0.22
H (-1.8541, -2.3616, 2.7172)  0.22
H (-1.1745, -1.1200, 1.5285)  0.15